FHNO3P | ωB97M-V/def2-TZVPD

```
7
Properties=species:S:1:pos:R:3
N 0.47 1.24 0.14
O -3.15 0.78 -1.19
O -2.90 0.84 1.30
O -2.00 -1.12 -0.02
F 1.82 0.86 -0.46
P -2.45 0.31 0.04
H 0.10 0.29 0.23
```

Output
DFT total energy in eV: -19653.0883
Multiplicity: 1
Maximum force in hartree/bohr: 0.085
Energy relative to the best compared isomer or geometry (same formula, charge and spin) in kcal/mol: 28.93
E_LUMO (spin up / spin down) in eV: 7.2 / 7.2
Frontier orbital gap (spin up / spin down) in hartree: 0.2065 / 0.2066
Charge: -2

C4H13O4 | ωB97M-V/def2-TZVPD

```
21
Properties=species:S:1:pos:R:3
C -0.78 -1.33 0.51
O -1.84 -1.03 -0.34
C -0.12 -0.13 1.20
C 1.44 -0.29 1.25
C 2.04 1.10 0.88
O 3.42 0.90 0.63
H -0.09 -2.04 0.01
H -1.44 -1.84 1.29
H -0.54 0.11 2.18
H -0.61 0.67 0.62
H 1.97 -1.03 0.66
H 1.66 -0.36 2.34
H 1.61 1.52 -0.02
H 1.97 1.65 1.88
H 3.57 0.53 -0.31
H -2.87 0.29 -0.82
H -4.24 1.09 -0.64
O -3.44 0.99 -1.19
H -0.62 -0.89 -1.74
H -0.72 0.27 -2.66
O -0.04 -0.37 -2.36
```

Output
DFT total energy in eV: -12548.0193
Multiplicity: 1
Maximum force in hartree/bohr: 0.078
Energy relative to the best compared isomer or geometry (same formula, charge and spin) in kcal/mol: 51.03
E_LUMO in eV: 3.5
Frontier orbital gap in hartree: 0.2459
Charge: -1

C21H11Cl5N3Pd | ωB97M-V/def2-TZVPD

```
41
Properties=species:S:1:pos:R:3
Pd -0.12 -0.12 -0.07
C -2.77 0.17 3.37
C -2.11 1.11 4.13
C -0.93 1.66 3.66
C -0.43 1.25 2.44
N -1.08 0.31 1.70
C -2.22 -0.21 2.15
C 0.82 1.79 1.85
C 1.64 2.79 2.37
C 2.76 3.16 1.64
C 3.06 2.56 0.42
C 2.20 1.57 -0.04
N 1.14 1.24 0.68
C 2.31 0.80 -1.31
C 3.37 0.92 -2.19
C 3.39 0.16 -3.35
C 2.36 -0.72 -3.59
C 1.32 -0.80 -2.67
N 1.30 -0.07 -1.56
H -3.69 -0.29 3.70
H -2.51 1.42 5.09
H -0.40 2.40 4.24
H -2.69 -0.94 1.52
H 1.42 3.27 3.31
H 3.41 3.93 2.02
H 3.93 2.86 -0.14
H 4.18 1.61 -1.97
H 4.22 0.25 -4.04
H 2.33 -1.33 -4.48
H 0.49 -1.48 -2.82
Cl -3.16 0.50 -1.08
C -2.65 -1.16 -1.24
C -1.37 -1.50 -0.81
C -1.00 -2.83 -0.94
Cl 0.60 -3.28 -0.42
C -1.85 -3.80 -1.47
Cl -1.33 -5.43 -1.61
C -3.12 -3.43 -1.88
Cl -4.19 -4.60 -2.54
C -3.53 -2.10 -1.77
Cl -5.11 -1.63 -2.27
```

Output
DFT total energy in eV: -92513.8357
Multiplicity: 1
Maximum force in hartree/bohr: 0.003
Energy relative to the best compared isomer or geometry (same formula, charge and spin) in kcal/mol: 0.00
E_LUMO in eV: -4.0
Frontier orbital gap in hartree: 0.2670
Charge: +1

C4H8P2 | ωB97M-V/def2-TZVPD

```
14
Properties=species:S:1:pos:R:3
H -0.85 -1.45 -1.46
P -1.34 -0.23 -2.09
C -0.48 0.80 -1.02
C -0.63 2.23 -0.97
H 0.26 0.36 -0.32
H 0.30 2.76 -0.75
H -1.19 2.61 -0.18
H -1.16 2.71 -1.79
C 0.88 -1.98 1.02
C 0.57 -1.11 2.14
P 0.61 -0.01 3.24
H -0.07 -2.41 0.59
H 1.54 -2.80 1.22
H 1.56 -1.49 0.38
```

Output
DFT total energy in eV: -22851.6655
Multiplicity: 1
Maximum force in hartree/bohr: 0.050
SMILES: [H]/P=C/C.CC#P
Energy relative to the best compared isomer or geometry (same formula, charge and spin) in kcal/mol: 64.17
E_LUMO in eV: 0.4
Frontier orbital gap in hartree: 0.3453

C5H13BO2 | ωB97M-V/def2-TZVPD

```
21
Properties=species:S:1:pos:R:3
C -2.00 0.65 -1.28
C -1.67 0.00 -0.14
C -1.41 -1.40 -0.25
C -1.65 0.56 1.38
H -1.71 0.22 -2.19
H -2.59 1.59 -1.17
H -2.29 -1.97 -0.50
H -1.21 -1.70 0.80
H -0.75 -1.60 -1.09
H -1.08 -0.07 2.05
H -1.18 1.45 1.23
H -2.65 0.80 1.80
C 3.24 0.81 0.11
B 1.95 -0.01 -0.10
O 1.50 -1.42 -0.39
O 0.89 0.78 -0.29
H 4.28 0.38 0.38
H 3.00 1.39 0.99
H 3.27 1.52 -0.78
H 2.17 -2.20 -0.32
H -0.11 0.23 -0.23
```

Output
DFT total energy in eV: -10166.7239
Multiplicity: 1
Maximum force in hartree/bohr: 0.096
SMILES: C=C(C)C.CB(O)O
Energy relative to the best compared isomer or geometry (same formula, charge and spin) in kcal/mol: 51.72
E_LUMO in eV: 0.6
Frontier orbital gap in hartree: 0.3572

H8O4 | ωB97M-V/def2-TZVPD

```
12
Properties=species:S:1:pos:R:3
O 0.05 0.58 -0.09
H -0.89 0.40 -0.09
H 0.14 1.37 0.44
O 2.65 1.65 -0.13
H 1.94 1.03 -0.30
H 3.28 1.50 -0.84
O 0.33 -2.05 0.45
H 0.17 -1.15 0.16
H 0.75 -2.47 -0.30
O -2.48 -0.10 0.12
H -3.15 0.22 0.72
H -2.78 -0.98 -0.13
```

Output
DFT total energy in eV: -8308.6093
Multiplicity: 2
Maximum force in hartree/bohr: 0.037
Energy relative to the best compared isomer or geometry (same formula, charge and spin) in kcal/mol: 19.88
E_LUMO (spin up / spin down) in eV: -3.5 / -11.6
Frontier orbital gap (spin up / spin down) in hartree: 0.4903 / 0.1336
Charge: +1